No. 1
The following is a quantum chemistry calculation of a gas-phase ion, C3H6NO2 (charge +1) in a non-equilibrium geometry, from the Open Molecules 2025 dataset.

Its charge is +1. The HOMO energy is -13.8 eV. For the HOMO-LUMO gap, the calculation gives 9.50 eV.

Each line ends with the Mulliken charge.
Element x y z (Å)
C 1.111 -0.442 0.118  -0.124
C 0.217 -1.408 0.038  -0.259
C -1.573 -0.073 0.308  0.419
N 0.677 0.822 -0.290  -0.565
O -1.048 -0.983 -0.294  -0.296
O -2.697 0.368 0.067  -0.280
H 2.107 -0.611 0.395  0.421
H 0.418 -2.531 -0.052  0.352
H -1.294 0.377 1.265  0.381
H 0.294 0.821 -1.309  0.281
H 1.412 1.544 -0.139  0.262
H -3.021 0.046 -0.820  0.407


No. 2
The following is a quantum chemistry calculation of 2 unconnected molecules or ions with the total composition C3H6NO2 in a non-equilibrium geometry, from the Open Molecules 2025 dataset.

Its charge is +1. The HOMO energy is -15.7 eV. For the HOMO-LUMO gap, the calculation gives 10.92 eV.

Each line ends with the Mulliken charge.
Element x y z (Å)
C -3.751 0.306 0.055  0.094
C -2.557 0.243 -0.167  -0.701
C -1.107 0.132 -0.045  0.824
N -0.565 -1.023 0.281  -0.279
O -0.482 1.235 -0.217  -0.366
O 2.386 0.467 0.030  -0.662
H -4.749 0.364 -0.109  0.472
H -1.231 -1.750 0.464  0.256
H 3.037 0.451 0.732  0.342
H 0.470 -1.302 0.456  0.265
H 0.585 1.254 -0.173  0.433
H 2.579 -0.351 -0.432  0.321


No. 3
The following is a quantum chemistry calculation of a gas-phase ion, C3H6NO2 (charge +1) in a non-equilibrium geometry, from the Open Molecules 2025 dataset.

Its charge is +1. The HOMO energy is -15.2 eV. For the HOMO-LUMO gap, the calculation gives 11.47 eV. The SMILES is CO[N+]1=C(O)C1.

Each line ends with the Mulliken charge.
Element x y z (Å)
C -1.909 -0.559 0.003  -0.515
O -0.597 -1.117 -0.011  -0.213
N 0.381 -0.196 -0.004  0.219
C 1.627 0.034 0.003  0.554
O 2.830 -0.336 0.005  -0.375
C 0.575 1.255 -0.010  -0.517
H -2.558 -1.429 -0.061  0.285
H -2.075 0.097 -0.853  0.274
H -2.103 -0.020 0.932  0.286
H 3.023 -1.296 0.022  0.412
H 0.395 1.788 0.914  0.293
H 0.412 1.781 -0.941  0.297


No. 4
The following is a quantum chemistry calculation of a gas-phase ion, C3H6NO2 (charge +1) in a non-equilibrium geometry, from the Open Molecules 2025 dataset.

Its charge is +1. The HOMO energy (spin up / spin down) is -14.4 / -14.4 eV. For the HOMO-LUMO gap (spin up / spin down), the calculation gives 7.67 / 7.77 eV.

Each line ends with the Mulliken charge.
Element x y z (Å)
C -0.303 -0.578 -0.097  -0.016
C -2.616 0.465 0.009  0.006
C 2.057 -0.327 0.047  -0.873
N 0.759 0.277 -0.017  0.446
O -1.581 -0.234 -0.024  -0.154
O 0.813 1.529 -0.171  -0.475
H -0.081 -1.577 -0.114  0.394
H -3.560 -0.118 0.398  0.271
H -2.597 1.515 -0.165  0.320
H 2.640 0.492 0.483  0.322
H 2.391 -0.228 -0.987  0.349
H 2.077 -1.217 0.638  0.410


Electronic energy values (in Ha) by entry order: -322.804204 -322.818725 -322.715300 -322.668138.
Energy above the lowest of the compared OMol25 structures with the same formula, charge and spin values (in eV) by entry order: 2.032 1.637 4.451 5.734.